# 1
C18H27Br2N3O | ωB97M-V with the def2-TZVPD basis set

Output
HOMO-LUMO gap = 0.3098 Ha
SMILES string = c1cc[nH]c1.c1cc[nH]c1.c1cc[nH]c1.C1CCOC1.BrCCBr
ΔE to the lowest compared entry with this formula, charge and spin = 0.0 kcal per mole

Atoms and positions in Å:
1 C -2.0750 -1.7123 5.9888
2 C -2.3805 -0.7161 6.9562
3 C -2.0683 -1.3836 8.1418
4 N -1.7713 -2.7440 8.0199
5 C -1.7706 -2.9274 6.6698
6 H -2.0019 -1.6914 4.9115
7 H -2.5858 0.3309 6.7886
8 H -2.1514 -0.8629 9.0843
9 H -1.6816 -3.4493 8.7373
10 H -1.5211 -3.9208 6.3272
11 C 4.9648 -7.5588 -6.8441
12 C 4.2554 -7.7045 -5.6330
13 C 3.1762 -8.5551 -5.8146
14 N 3.1557 -8.8517 -7.1473
15 C 4.2316 -8.2487 -7.7443
16 H 5.8668 -6.9904 -7.0165
17 H 4.5108 -7.1561 -4.7384
18 H 2.4201 -8.8918 -5.1209
19 H 2.5467 -9.5177 -7.6009
20 H 4.2789 -8.3496 -8.8185
21 C 6.2284 0.7786 -5.8283
22 C 5.5719 1.0471 -7.0134
23 C 5.5002 2.3827 -6.9753
24 N 6.1807 2.9265 -5.9311
25 C 6.5784 1.9471 -5.1242
26 H 6.4565 -0.2460 -5.5743
27 H 5.1939 0.3643 -7.7599
28 H 5.1922 3.0887 -7.7323
29 H 6.2571 3.9128 -5.7273
30 H 7.0471 2.0742 -4.1595
31 C -6.4366 5.3239 3.6987
32 C -7.3059 6.4935 3.2068
33 C -8.4822 6.6678 4.1666
34 O -8.0951 5.6814 5.2089
35 C -7.4753 4.5815 4.6001
36 H -5.5838 5.7146 4.2538
37 H -6.1221 4.6974 2.8640
38 H -7.5851 6.3185 2.1678
39 H -6.7389 7.4202 3.2956
40 H -9.4468 6.3681 3.7567
41 H -8.6960 7.6728 4.5302
42 H -8.1367 3.8306 4.1682
43 H -7.0285 4.0404 5.4342
44 Br 0.7757 2.6406 1.5788
45 C 2.0124 1.0982 1.4334
46 C 2.4021 0.9091 -0.0375
47 Br 3.2844 -0.9243 -0.2502
48 H 1.6096 0.1862 1.8738
49 H 2.9229 1.3578 1.9736
50 H 3.0127 1.6270 -0.5851
51 H 1.5072 0.9200 -0.6595


# 2
C18H27Cl3F4N4OSiV | ωB97M-V with the def2-TZVPD basis set

Output
⟨S²⟩ = 0.7842
HOMO-LUMO gap (alpha / beta) = 0.2714 / 0.2476 Ha
2S+1 = 2
ΔE to the lowest compared entry with this formula, charge and spin = 23.3 kcal per mole

Atoms and positions in Å:
1 V 0.4026 -1.5317 -0.3662
2 C 2.8285 -3.3561 1.5643
3 C 3.3762 -2.6310 0.3381
4 N 2.6037 -1.4648 -0.1326
5 C 3.2267 -1.0447 -1.3997
6 C 2.3922 -0.0812 -2.2302
7 C 2.6839 -0.3764 0.8477
8 C 1.6742 -0.5231 1.9896
9 N 0.4253 -0.9571 1.4285
10 C -0.6958 -0.8426 2.1262
11 C -1.9396 -1.0175 1.4594
12 F -1.8843 -1.3826 0.1304
13 C -3.1590 -0.8331 2.0647
14 F -4.2865 -0.9574 1.3371
15 C -3.2551 -0.5053 3.4098
16 C -2.0661 -0.3926 4.1165
17 F -2.1306 -0.1233 5.4344
18 C -0.8341 -0.5459 3.5160
19 F 0.2781 -0.4722 4.2973
20 H 3.1486 -4.3946 1.5249
21 H 1.7396 -3.3389 1.5603
22 H 3.1947 -2.9280 2.4933
23 H 3.4033 -3.3475 -0.4827
24 H 4.4103 -2.3054 0.5401
25 H 3.3850 -1.9443 -2.0028
26 H 4.2111 -0.5968 -1.1915
27 H 1.4347 -0.5427 -2.4768
28 H 2.9236 0.1279 -3.1573
29 H 2.2030 0.8628 -1.7232
30 H 2.4556 0.5551 0.3289
31 H 3.7034 -0.3023 1.2565
32 H 1.5629 0.4554 2.4763
33 H 2.0321 -1.2189 2.7552
34 H -4.2066 -0.3742 3.8902
35 C -2.4336 0.3243 -2.4940
36 N -2.1578 1.6084 -1.8956
37 C -3.1714 2.6157 -2.1234
38 C -2.9892 3.8108 -1.2039
39 C -1.5125 4.1773 -1.2365
40 N -0.7518 3.0509 -0.7520
41 C 0.4529 3.3121 -0.0082
42 C -1.0327 1.7777 -1.1577
43 O -0.2734 0.8485 -0.8763
44 H -3.2403 -0.1953 -1.9716
45 H -1.5284 -0.2736 -2.4413
46 H -2.7124 0.4608 -3.5404
47 H -4.1497 2.1519 -1.9637
48 H -3.1239 2.9418 -3.1711
49 H -3.2701 3.5509 -0.1832
50 H -3.6101 4.6417 -1.5356
51 H -1.3007 5.0351 -0.5950
52 H -1.2188 4.4334 -2.2657
53 H 0.2366 4.0022 0.8086
54 H 1.2250 3.7472 -0.6502
55 H 0.8120 2.3658 0.3914
56 Cl -1.2586 -5.1325 -1.0582
57 Si 0.2609 -3.7614 -1.0345
58 Cl 1.8010 -4.7649 -2.0123
59 Cl -0.2939 -2.3996 -2.7494


# 3
C18H27ClInN | ωB97M-V with the def2-TZVPD basis set

Output
HOMO-LUMO gap (alpha / beta) = 0.2097 / 0.2142 Ha
net charge = +2

Atoms and positions in Å:
1 C -1.6903 -1.2142 2.5131
2 H -1.6449 -0.3549 3.2122
3 H -2.7061 -1.2961 2.1106
4 H -0.1459 1.9103 2.1582
5 C -0.7117 -2.3201 2.8310
6 H -0.3639 -2.7438 1.8754
7 H 0.1688 -1.8474 3.3150
8 C -1.3681 -3.3603 3.6994
9 H -0.7173 -4.2164 3.7080
10 H -1.5003 -3.0017 4.7148
11 H -2.3177 -3.6245 3.2605
12 C 0.1684 0.6035 -2.2317
13 C 0.0259 -0.7942 -2.0197
14 C -1.1972 -1.0191 -1.3685
15 C -1.8198 0.2640 -1.1431
16 C -0.9742 1.2449 -1.7125
17 C -1.2576 2.6805 -1.8497
18 C -3.2404 0.4451 -0.8115
19 C -1.8762 -2.3156 -1.2205
20 C 0.9751 -1.8106 -2.5041
21 C 1.2922 1.2631 -2.9014
22 In -0.4185 0.3290 1.5651
23 H -3.5091 1.5032 -0.7475
24 H -3.8495 0.0198 -1.6246
25 H -3.5454 -0.0497 0.1213
26 H -2.1806 2.9559 -1.3142
27 H -0.4209 3.2832 -1.4526
28 H -1.3894 2.9679 -2.9131
29 H 2.1988 0.6539 -2.8119
30 H 1.1213 1.4335 -3.9750
31 H 1.4997 2.2402 -2.4515
32 H 0.7689 -2.7852 -2.0415
33 H 0.9316 -1.9456 -3.6008
34 H 2.0085 -1.5175 -2.2573
35 H -2.3414 -2.4496 -0.2372
36 H -2.6716 -2.4049 -1.9770
37 H -1.1811 -3.1395 -1.3976
38 Cl 5.2380 0.2009 2.1619
39 C 3.9267 1.0780 1.4659
40 C 4.0986 2.4302 1.1421
41 C 2.9860 3.1266 0.6424
42 C 1.7665 2.4735 0.5198
43 N 1.6608 1.1658 0.8957
44 C 2.6975 0.4475 1.3064
45 H 5.0404 2.9160 1.3128
46 H 3.0521 4.1832 0.3684
47 H 0.8701 2.9830 0.1324
48 H 2.5431 -0.5919 1.5320


# 4
C18H27ClLaN | ωB97M-V with the def2-TZVPD basis set

Output
HOMO-LUMO gap = 0.1657 Ha
net charge = +2
ΔE to the lowest compared entry with this formula, charge and spin = 4.6 kcal per mole

Atoms and positions in Å:
1 C 0.0430 -2.0878 -1.4544
2 H -0.7434 -2.8517 -1.3042
3 H 0.2377 -1.9284 -2.5212
4 H -1.3110 1.3194 1.9510
5 C 1.3123 -2.3984 -0.6584
6 H 2.1286 -1.6924 -0.8852
7 H 1.1550 -2.3180 0.4407
8 C 1.8026 -3.8401 -0.9164
9 H 2.6981 -4.0563 -0.3284
10 H 1.0248 -4.5598 -0.6346
11 H 2.0353 -3.9816 -1.9758
12 C 0.2261 2.2002 0.1437
13 C 1.3482 1.4781 -0.3811
14 C 0.9860 0.9949 -1.6802
15 C -0.3957 1.3086 -1.9075
16 C -0.8649 2.0701 -0.7858
17 C -2.2651 2.5312 -0.5721
18 C -1.2091 0.8309 -3.0601
19 C 1.9181 0.4002 -2.6754
20 C 2.6666 1.3330 0.2955
21 C 0.2845 3.0626 1.3593
22 La -0.4682 -0.3458 0.0630
23 H -2.1301 1.4190 -3.1526
24 H -0.6360 0.9296 -3.9928
25 H -1.4998 -0.2309 -2.9659
26 H -2.7873 2.6212 -1.5330
27 H -2.8634 1.8431 0.0585
28 H -2.2723 3.5168 -0.0820
29 H 0.4907 2.4911 2.2773
30 H 1.1010 3.7971 1.2662
31 H -0.6483 3.6239 1.5031
32 H 3.3243 0.6522 -0.2608
33 H 3.1713 2.3109 0.3670
34 H 2.5696 0.9378 1.3207
35 H 2.0181 -0.6865 -2.5781
36 H 1.5691 0.6043 -3.6958
37 H 2.9224 0.8299 -2.5596
38 Cl 0.9751 -2.6509 2.9423
39 C -0.4415 -1.6487 3.0124
40 C -1.7107 -2.2077 3.1965
41 C -2.8468 -1.4066 2.9820
42 C -2.7096 -0.1034 2.5521
43 N -1.4386 0.4041 2.3859
44 C -0.2845 -0.2909 2.7518
45 H -1.7931 -3.2455 3.5053
46 H -3.8479 -1.8143 3.1281
47 H -3.5146 0.6003 2.3633
48 H 0.6735 0.2352 2.6961